{
  "formula": "C17H16Cl8NO3SiV",
  "method": "ωB97M-V/def2-TZVPD",
  "e_homo_ev": [-3.89, -3.23],
  "gap_ha": [0.2151, 0.1906],
  "multiplicity": 2,
  "e_lumo_ev": [2.0, 2.0],
  "charge": -1,
  "elements": ["V", "Cl", "C", "C", "Cl", "C", "Cl", "C", "O", "C", "Cl", "C", "Cl", "C", "N", "C", "C", "C", "C", "C", "C", "C", "C", "H", "H", "H", "H", "H", "H", "H", "H", "H", "H", "H", "H", "H", "Cl", "Si", "Cl", "Cl", "C", "O", "C", "O", "H", "H", "H"],
  "positions_angstrom": [[0.39, 0.11, 0.09], [-3.34, -5.89, 1.97], [-2.54, -4.63, 1.10], [-2.11, -3.46, 1.74], [-2.37, -3.26, 3.44], [-1.47, -2.47, 1.03], [-0.92, -0.99, 1.76], [-1.19, -2.56, -0.35], [-0.53, -1.65, -1.00], [-1.66, -3.74, -0.98], [-1.39, -3.87, -2.69], [-2.31, -4.75, -0.27], [-2.83, -6.18, -1.10], [1.59, -3.79, -1.36], [2.54, -2.94, -2.17], [2.12, -2.90, -3.60], [2.64, -1.51, -1.64], [3.05, -1.44, -0.20], [4.27, -2.00, 0.20], [4.63, -2.01, 1.54], [3.75, -1.44, 2.46], [2.56, -0.86, 2.03], [2.16, -0.84, 0.68], [1.55, -4.78, -1.80], [0.62, -3.30, -1.39], [1.94, -3.83, -0.33], [3.46, -3.35, -2.09], [1.13, -2.43, -3.64], [2.07, -3.91, -4.00], [2.82, -2.29, -4.16], [1.64, -1.10, -1.77], [3.33, -0.99, -2.30], [4.96, -2.43, -0.53], [5.57, -2.43, 1.86], [4.01, -1.42, 3.51], [1.93, -0.40, 2.78], [0.22, 3.39, -1.99], [0.89, 1.36, -1.89], [-0.02, 0.61, -3.72], [2.91, 1.60, -2.66], [-0.71, 3.33, 2.59], [-0.69, 2.20, 1.71], [0.61, 1.73, 1.23], [1.60, 2.35, 1.60], [-1.46, 3.13, 3.36], [-0.99, 4.23, 2.04], [0.26, 3.50, 3.05]],
  "lowdin_spin": [0.973, 0.000, 0.000, 0.000, 0.000, -0.003, 0.014, 0.000, 0.000, 0.000, 0.000, 0.001, 0.000, 0.000, 0.000, 0.000, 0.004, 0.010, -0.002, 0.010, -0.001, 0.009, 0.003, 0.000, 0.000, 0.000, 0.000, 0.000, 0.000, 0.000, 0.001, 0.000, 0.000, 0.001, 0.000, 0.000, -0.007, 0.023, -0.004, 0.009, -0.001, -0.007, -0.022, -0.011, 0.000, 0.000, 0.000]
}